# 1
Computed, not measured: a molecular structure, C22H23BrCsN7O2S2 at a distorted geometry, with wB97M-V/def2-TZVPD.

```
58
Properties=species:S:1:pos:R:3:forces:R:3:mulliken_charge:R:1
Cs -0.243227 -1.280272 0.340776 -0.61 -1.19 -1.07 1.191
Br -6.496809 -7.136349 0.951433 -0.06 -0.06 -0.10 -0.196
S 2.938597 -0.353230 -0.066268 0.00 -0.12 0.01 0.512
S -1.550495 0.704081 -2.769801 0.05 0.01 -0.10 -0.478
O -1.961881 -0.064057 1.526107 -1.45 0.91 1.19 -1.070
O 2.121135 -1.556761 -0.471754 2.15 0.19 -0.54 -0.711
N -3.796512 -4.526007 5.743738 -0.47 -0.37 -0.42 -0.782
N 0.867926 1.784168 -3.323399 -0.23 -0.06 -0.13 0.255
N 1.397710 1.527680 -2.054356 -0.25 0.17 0.01 -0.556
N 0.046287 -0.734987 3.277182 -0.26 -0.02 0.09 -0.540
N 0.760116 2.395479 -5.419458 0.22 0.11 -0.08 -0.766
N -3.018619 -3.565167 5.700419 0.21 0.29 -0.06 -0.152
N -0.413800 1.833809 -5.009483 0.03 -0.10 0.24 0.218
C 0.718965 -1.817461 5.302705 0.08 0.06 -0.08 -0.646
C 4.165618 -0.055450 -1.365712 0.06 -0.09 -0.03 -0.564
C 5.563190 -0.673867 0.506508 0.07 0.05 0.06 -0.687
C -2.796632 -2.758502 4.555535 0.01 -0.28 0.47 -0.061
C -6.434173 -5.847196 3.483964 0.03 -0.05 -0.11 -0.467
C -5.811983 -5.237975 4.562585 0.08 -0.02 -0.09 -0.304
C 4.192480 -0.969589 1.101733 0.00 -0.08 -0.03 -0.562
C 1.531106 2.342667 -4.378146 -0.02 0.03 -0.25 0.904
C -5.663093 -6.286502 2.419549 0.11 0.09 0.13 0.081
C -0.504998 -2.395186 5.450668 -0.03 -0.04 0.01 -0.422
C -4.282042 -6.129163 2.419153 -0.15 -0.05 -0.06 -0.562
C -3.484164 -1.509215 2.605089 -0.02 0.00 0.07 -0.910
C -3.669177 -5.501577 3.487025 -0.03 -0.14 -0.15 0.179
C -1.202388 -1.266246 3.434329 -0.01 0.09 0.00 0.029
C -3.747168 -2.419542 3.615896 -0.28 0.26 -0.31 -0.269
C 2.930107 2.814772 -4.313077 0.09 0.03 -0.02 -0.984
C 5.405557 -0.860989 -0.999338 -0.06 0.00 -0.05 -0.757
C -0.399460 1.434763 -3.726195 -0.06 -0.02 0.37 0.187
C 0.956986 -1.007007 4.173171 0.06 -0.05 0.15 -0.338
C -4.439797 -5.042111 4.544574 0.30 0.20 0.73 -0.034
C -1.519860 -2.145840 4.493237 0.20 0.08 0.01 0.980
C -2.230644 -0.876492 2.458453 -0.10 0.24 0.21 0.743
H 4.017962 -0.545144 2.087833 -0.01 0.05 -0.01 0.311
H 3.197038 3.248320 -5.272715 0.02 -0.01 -0.01 0.336
H 6.324462 -1.319647 0.943811 0.00 -0.03 -0.04 0.374
H 5.242049 -1.915013 -1.229785 0.00 -0.02 -0.01 0.314
H -1.189399 1.741277 -5.641282 0.02 -0.01 0.01 0.195
H -6.390463 -4.908871 5.414785 0.02 0.02 0.04 0.405
H 3.599493 1.984054 -4.089119 0.02 -0.01 0.00 0.174
H -0.721509 -3.038700 6.291412 -0.04 -0.01 0.00 0.487
H 6.275055 -0.526694 -1.563934 0.04 0.01 0.03 0.361
H 1.505707 -1.980576 6.026437 0.03 0.00 0.01 0.390
H -4.748416 -2.830032 3.675392 0.11 0.03 0.03 0.377
H -3.698035 -6.494752 1.586762 0.01 -0.02 -0.02 0.415
H 1.279307 2.380286 -1.503628 0.01 -0.09 -0.02 0.238
H 1.940607 -0.566607 4.026182 -0.02 0.00 -0.02 0.393
H 3.058763 3.566306 -3.534724 -0.01 0.02 0.02 0.285
H 4.359738 1.017205 -1.387204 0.01 0.04 0.06 0.351
H -7.505584 -5.989638 3.476529 -0.01 -0.01 -0.01 0.414
H 3.979945 -2.039837 1.132846 0.03 -0.01 0.02 0.318
H 0.719019 0.871193 -1.651135 0.13 -0.01 -0.09 -0.058
H -4.265937 -1.226675 1.913321 -0.01 0.01 -0.04 0.455
H -2.594879 -5.364399 3.492608 -0.04 0.01 0.05 0.388
H 5.851037 0.358009 0.723872 0.01 0.00 0.00 0.266
H 3.668069 -0.333138 -2.291470 0.02 -0.03 -0.05 0.349
```
Forces are in eV/Å.

The energy relative to the best compared isomer or geometry (same formula, charge and spin) comes out at 44.96 kcal/mol. As for the gap between HOMO and LUMO: 6.21 eV.



# 2
Computed, not measured: a molecular structure, C22H23Cl2N5RuS2, with wB97M-V/def2-TZVPD.

```
55
Properties=species:S:1:pos:R:3:forces:R:3:nbo_charge:R:1
Ru -0.315244 -0.267432 -1.209421 -0.14 -0.42 0.29 0.697
Cl -0.123021 -5.280868 -3.139093 0.03 -0.07 0.00 0.114
Cl 1.791893 -0.295022 -2.355388 0.21 0.55 0.00 0.164
S -0.565058 -2.383929 -2.071565 0.06 0.44 0.21 0.305
S -2.634894 -0.276003 -0.852905 -0.18 -0.14 0.25 0.273
N 1.294392 3.840568 -0.445693 0.16 0.12 -0.04 -0.443
N -0.023382 3.235795 1.478396 -0.01 0.06 0.17 -0.448
N -0.109232 1.846991 -0.522460 -0.13 -0.71 -0.13 -0.526
N -0.448063 -1.259867 0.973390 0.10 0.16 -0.39 -0.494
N -1.093705 4.073738 -0.510425 -0.15 0.19 -0.07 -0.443
C -4.112448 -1.036341 1.249730 -0.13 0.00 0.05 -0.109
C -1.224959 2.739061 -1.017218 -0.06 0.18 -0.03 -0.077
C 3.446808 -3.641505 -3.740815 -0.05 -0.04 0.03 -0.120
C 0.968056 -2.836717 -2.734466 -0.12 -0.03 0.01 -0.215
C 0.435844 -2.262964 2.948675 -0.02 0.01 -0.01 -0.235
C 2.404677 -4.548642 -3.679724 -0.06 -0.09 -0.01 -0.205
C -0.802233 -2.297682 3.523531 0.06 0.03 0.06 -0.090
C -2.823324 -0.916812 0.727234 0.31 0.28 -0.58 -0.224
C -4.316266 -1.526692 2.535681 -0.07 0.01 0.00 -0.199
C -1.919547 -1.839984 2.795168 0.09 0.01 -0.26 -0.036
C 1.165425 -4.159020 -3.191288 0.10 0.24 0.02 -0.034
C -1.693620 -1.334167 1.497770 0.04 -0.19 0.42 0.142
C 0.179520 4.649277 -0.948451 -0.01 -0.10 0.05 -0.082
C 1.242800 3.815483 1.017935 -0.04 -0.07 -0.04 -0.082
C 1.178930 2.501566 -0.950026 0.17 0.11 0.00 -0.080
C 2.046529 -1.949189 -2.841996 -0.11 -0.72 -0.13 -0.066
C -0.141480 1.892238 0.981802 0.01 0.18 0.17 -0.070
C -1.130319 4.044220 0.952642 0.06 -0.08 -0.03 -0.081
C 1.933646 -1.702801 1.002258 -0.13 -0.10 0.03 -0.659
C -3.239748 -1.910211 3.302671 -0.01 0.03 0.02 -0.081
C 3.272852 -2.320092 -3.331470 0.08 0.25 -0.02 -0.211
C 0.587577 -1.732606 1.653542 -0.05 0.08 0.06 0.288
H 0.684991 1.287406 1.363040 0.00 -0.01 -0.06 0.204
H -1.204010 2.750458 -2.109473 0.06 -0.06 0.00 0.217
H 0.211490 4.685574 -2.038428 0.00 -0.02 0.01 0.213
H 2.013223 1.904859 -0.571721 -0.04 -0.06 0.02 0.204
H -4.954356 -0.741174 0.636092 0.00 0.01 0.03 0.254
H -2.177732 2.324701 -0.688009 0.03 -0.07 0.05 0.211
H 1.214038 2.521444 -2.042018 -0.07 -0.04 -0.01 0.213
H -5.322558 -1.607489 2.921944 0.01 0.01 0.02 0.259
H 2.076475 3.224299 1.402271 -0.01 0.00 -0.01 0.206
H 2.056434 -0.799633 0.404859 0.06 0.04 0.01 0.213
H 2.729954 -1.755509 1.740918 0.03 0.03 -0.03 0.259
H 0.268902 5.663647 -0.564416 0.00 0.01 0.01 0.228
H -3.383307 -2.281651 4.309922 -0.04 -0.03 -0.02 0.246
H -0.935110 -2.673886 4.530539 -0.02 -0.04 -0.02 0.251
H 4.081726 -1.607100 -3.419878 -0.02 0.01 0.05 0.257
H -1.085904 1.460979 1.319997 -0.02 -0.02 -0.07 0.205
H 4.411311 -3.956676 -4.114335 -0.01 0.01 -0.03 0.257
H 1.334016 4.830351 1.400225 -0.01 0.01 -0.01 0.228
H 2.540035 -5.567977 -4.014391 0.00 0.01 0.01 0.264
H 1.310124 -2.629115 3.468589 -0.03 0.01 0.04 0.252
H -1.049911 5.058938 1.337909 0.01 0.01 0.00 0.228
H 2.027391 -2.571635 0.344118 0.05 0.03 -0.03 0.251
H -2.079629 3.618797 1.284226 0.01 0.01 0.00 0.206
```
Forces are in eV/Å.

The energy relative to the best compared isomer or geometry (same formula, charge and spin) comes out at 0.00 kcal/mol. As for the multiplicity: 5. Its expectation value of S² is 6.054. As for the gap between HOMO and LUMO (alpha / beta): 7.68 / 5.32 eV. The net charge is +2.



# 3
Computed, not measured: 3 unconnected molecules or ions with the total composition C22H23Cl4NO4 at a distorted geometry, with wB97M-V/def2-TZVPD.

```
54
Properties=species:S:1:pos:R:3:forces:R:3:nbo_charge:R:1
Cl -2.904155 -0.980900 6.110303 0.00 0.05 0.01 -0.065
Cl 0.816573 1.789347 1.121653 0.35 -0.67 1.90 -0.049
Cl -4.786606 -3.786856 5.704771 -0.01 0.02 -0.01 -0.058
Cl -0.771790 -0.928367 2.395346 0.02 -0.05 -0.04 -0.065
O 2.408125 -5.272632 -1.856608 0.01 -0.30 0.06 -0.521
O 4.207948 -2.021962 0.813358 -0.22 0.35 0.28 -0.521
O 2.042916 2.173432 -1.913988 0.33 -0.55 0.05 -0.543
O 0.155340 0.925432 -1.711732 0.63 0.06 0.82 -0.519
N 3.551413 -3.886052 -0.344309 -1.05 -0.69 -0.15 -0.671
C 0.794691 4.395240 -0.530007 0.04 0.17 -0.37 -0.172
C -1.352895 5.365287 0.091903 0.15 -0.76 -0.18 -0.201
C 1.881507 -2.910565 -1.597422 -0.83 1.17 -0.75 -0.169
C -0.114367 1.711384 2.640291 -0.04 0.00 0.15 -0.380
C 0.030598 5.445042 -0.040852 -0.09 0.59 0.33 -0.214
C 3.461005 -2.508006 0.014348 0.19 0.16 0.07 0.666
C 0.021063 0.373102 3.320176 0.01 0.02 0.22 -0.389
C -0.623353 0.145374 -4.402217 -0.02 -0.32 -0.17 -0.391
C -1.978786 4.175558 -0.288111 0.12 0.41 0.18 -0.233
C 0.913880 2.057720 -1.545337 -0.32 1.57 -0.05 0.797
C -3.061568 -3.588932 5.304632 0.06 -0.07 -0.08 -0.390
C -1.224305 3.125007 -0.792161 -0.51 0.13 -0.10 -0.144
C 0.161289 3.224964 -0.924945 -1.03 -0.35 -1.24 -0.165
C 2.597779 -4.205221 -1.357686 -0.15 1.56 0.31 0.683
C 2.360265 -1.879996 -0.798076 0.88 -1.48 0.35 -0.062
C 0.298403 -1.297790 -2.480426 -0.39 -0.20 -0.36 -0.027
C -0.858581 -1.044211 -3.439246 0.30 0.67 -0.08 -0.419
C 0.682052 0.000956 -5.217030 -0.59 0.40 -0.32 -0.622
C -2.355669 -2.669678 6.268224 0.15 -0.08 0.02 -0.385
C 0.842319 -2.580115 -2.455332 0.03 -0.62 -0.11 -0.148
C 1.864826 -0.598333 -0.778132 -0.12 0.66 -0.07 -0.232
C 0.806558 -0.293658 -1.632783 -0.02 -1.08 -0.79 0.312
H -1.932744 6.184556 0.503172 0.13 -0.02 -0.10 0.219
H 0.431987 -3.342900 -3.113337 0.02 0.15 0.04 0.227
H -1.152781 1.939361 2.405668 0.03 -0.06 -0.09 0.228
H -2.610422 -4.579202 5.346381 0.01 0.02 0.06 0.224
H -1.758250 2.217694 -1.058622 0.31 0.02 -0.06 0.223
H -0.458404 0.406288 4.298602 -0.08 0.02 -0.05 0.231
H 0.503842 6.375093 0.265626 0.14 -0.22 -0.08 0.216
H 1.464125 -0.563653 -4.706087 -0.05 0.17 0.03 0.211
H -1.013539 -1.912976 -4.087630 0.10 -0.12 0.38 0.213
H 1.872779 4.500670 -0.590366 -0.11 -0.14 -0.11 0.236
H -2.992412 -3.222071 4.283166 -0.05 0.06 0.03 0.228
H 3.379147 -4.516138 0.434970 0.98 -0.04 0.10 0.410
H 0.466745 -0.477692 -6.178977 0.16 -0.14 0.20 0.206
H -1.465159 0.163038 -5.105398 0.08 0.04 0.14 0.205
H 0.270642 2.497065 3.288518 0.06 -0.04 -0.01 0.229
H -3.055830 4.086367 -0.178092 0.14 -0.11 -0.09 0.216
H -1.285826 -2.676653 6.064096 -0.02 0.00 -0.07 0.223
H -0.642991 1.106640 -3.890830 0.02 -0.18 0.11 0.206
H 1.064229 0.099427 3.460363 0.00 -0.01 -0.12 0.227
H 2.287588 0.137476 -0.110354 0.10 -0.08 -0.09 0.253
H 1.040303 1.005425 -5.461489 0.24 -0.21 0.07 0.217
H -1.771390 -0.904791 -2.847796 0.03 0.09 -0.17 0.223
H -2.508115 -2.977595 7.299811 -0.10 0.04 -0.02 0.224
```
Forces are in eV/Å.

Its structure (SMILES) is CCCc1cc2c(cc1OC(=O)c1ccccc1)C(=O)NC2=O.ClCCCl.ClCCCl. As for the gap between HOMO and LUMO: 9.18 eV.